42
Properties=species:S:1:pos:R:3 method="wB97M-V/def2-TZVPD" e_lumo_ha=0.0014 homo_energy_ev=-8.166 orbital_gap_ev=8.20 multiplicity=1 fmax_ev_per_a=10.0 e_tot_ev=-29110.662
H 0.906 -1.135 0.331
H 1.266 0.139 -0.277
H 2.479 1.668 -0.318
H 1.116 2.073 0.174
H -1.676 4.410 0.777
H -0.487 3.575 0.371
H 1.759 3.694 -2.222
H 1.098 3.952 -0.768
H -1.938 2.214 -3.602
H -1.175 2.243 -2.461
H 4.036 -1.283 1.099
H 3.847 -2.112 -0.090
H -3.055 1.128 -1.223
H -2.681 -0.313 -1.635
H -1.435 -1.684 3.315
H -2.840 -1.326 3.742
H 3.084 0.450 3.772
H 2.608 -0.681 2.719
H -1.414 -2.982 1.082
H -0.098 -3.989 1.086
H -0.451 2.040 1.984
H -1.860 1.245 2.163
H 1.992 -4.459 -2.394
H 2.590 -3.091 -2.111
H -1.252 1.518 0.511
H -0.587 0.559 -0.442
H -1.571 -4.227 -1.114
H -1.100 -4.089 -2.549
O 1.579 -0.525 0.429
O 1.626 1.741 -0.576
O -1.452 3.509 0.636
O 1.097 3.355 -1.605
O -2.118 2.149 -2.623
O 3.354 -1.564 0.525
O -2.832 0.623 -1.925
O -2.242 -1.162 3.017
O 2.363 0.120 3.149
O -0.869 -3.685 0.592
O -1.334 2.067 2.331
O 2.637 -3.842 -2.737
O -0.605 0.889 0.422
O -1.598 -3.617 -1.875

42
Properties=species:S:1:pos:R:3 method="wB97M-V/def2-TZVPD" e_lumo_ha=-0.0354 homo_energy_ev=-9.398 orbital_gap_ev=8.43 multiplicity=1 fmax_ev_per_a=8.8 e_tot_ev=-29114.763
O 4.797 -5.554 -1.917
H 4.111 -5.081 -2.371
H 4.687 -5.499 -0.890
O 0.431 -0.684 -1.030
H -0.015 -1.440 -0.645
H 0.960 -0.205 -0.456
O 2.480 -5.577 -3.569
H 1.981 -6.322 -3.736
H 1.729 -4.970 -3.195
O 4.353 -5.809 0.953
H 4.295 -6.809 0.793
H 3.459 -5.493 1.022
O -0.542 -5.354 0.372
H -0.658 -4.540 -0.127
H -1.332 -5.261 0.927
O 6.158 -3.503 -1.792
H 5.518 -4.195 -1.685
H 5.560 -2.855 -1.477
O 2.266 -2.751 1.813
H 2.195 -3.522 1.153
H 2.314 -3.366 2.584
O 0.698 -4.113 -2.449
H 0.844 -3.364 -3.006
H 0.054 -4.684 -2.973
O 4.462 -1.490 2.233
H 3.641 -2.086 2.189
H 4.523 -1.256 1.349
O -0.852 -2.928 -0.611
H -1.762 -2.785 -0.091
H -1.143 -3.228 -1.377
O 3.494 -2.333 -1.365
H 2.883 -2.133 -1.927
H 3.667 -1.578 -0.654
O 3.684 -0.325 -0.288
H 4.607 0.223 -0.237
H 3.311 0.356 0.306
O 1.706 -5.393 2.237
H 1.034 -5.236 1.628
H 1.564 -6.361 2.332
O 2.509 -3.834 -0.055
H 1.798 -3.589 -0.667
H 3.112 -3.236 -0.466

42
Properties=species:S:1:pos:R:3 method="wB97M-V/def2-TZVPD" e_lumo_ha=-0.0085 homo_energy_ev=-10.942 orbital_gap_ev=10.71 multiplicity=1 fmax_ev_per_a=2.1 e_tot_ev=-29118.541
O 3.371 3.773 1.009
H 3.544 2.809 0.960
H 2.503 3.689 0.547
O -1.586 0.414 4.537
H -1.747 -0.398 5.034
H -2.402 0.893 4.695
O 2.154 0.617 0.203
H 2.440 0.624 -0.746
H 2.655 -0.084 0.634
O 3.864 1.688 -3.010
H 3.490 1.059 -3.663
H 3.960 1.328 -2.124
O -3.321 3.865 -1.316
H -2.458 3.746 -1.777
H -3.664 3.006 -1.082
O -1.124 3.049 -2.600
H -1.142 3.707 -3.353
H -0.480 3.206 -1.904
O 0.020 4.016 0.589
H -0.849 3.647 0.808
H -0.105 4.921 0.309
O 3.362 -3.324 -1.257
H 2.668 -3.718 -0.702
H 3.068 -3.787 -2.069
O -3.097 -0.816 -2.619
H -2.456 -1.523 -2.373
H -2.648 0.034 -2.527
O -0.398 -0.882 2.466
H -0.890 -0.767 1.636
H -0.806 -0.231 3.062
O 2.210 -3.192 1.319
H 3.109 -3.139 0.994
H 1.788 -2.303 1.513
O -3.175 -1.207 2.169
H -2.610 -0.814 2.849
H -2.925 -2.100 2.428
O 0.666 -5.289 -1.068
H -0.112 -4.769 -0.856
H 1.079 -5.067 -1.914
O -2.374 -2.372 -0.494
H -2.782 -2.808 0.255
H -2.799 -1.501 -0.565

42
Properties=species:S:1:pos:R:3 method="wB97M-V/def2-TZVPD" e_lumo_ha=-0.0101 homo_energy_ev=-10.148 orbital_gap_ev=9.87 multiplicity=1 fmax_ev_per_a=9.0 e_tot_ev=-29115.302
O 3.295 -0.761 0.640
H 2.483 -0.938 0.887
H 3.467 -0.085 0.073
O -3.957 -0.855 -2.756
H -4.243 -0.862 -1.798
H -3.787 0.076 -2.927
O 2.122 2.559 -3.262
H 1.219 2.744 -3.259
H 2.255 1.729 -3.168
O -0.474 1.894 -0.475
H -0.586 1.064 0.151
H -0.592 1.666 -1.433
O -0.561 -0.930 3.728
H 0.298 -0.708 3.622
H -1.236 -0.263 3.450
O 1.993 0.756 3.787
H 1.606 1.593 3.814
H 2.875 0.945 3.616
O -1.472 -3.031 -1.581
H -1.544 -3.572 -0.757
H -1.027 -3.212 -2.555
O 1.837 -3.380 0.450
H 1.672 -2.991 1.473
H 0.987 -3.759 0.275
O 4.115 2.575 -1.427
H 4.302 2.244 -0.492
H 3.139 2.736 -1.332
O -0.179 -1.246 0.546
H -0.700 -1.948 1.149
H 0.070 -1.629 -0.215
O -2.650 -1.273 -0.523
H -1.992 -1.338 -1.222
H -2.719 -0.338 -0.366
O -3.161 2.421 -1.772
H -3.140 3.233 -2.248
H -3.269 2.538 -0.880
O -1.423 4.378 -0.967
H -1.416 3.535 -0.501
H -0.500 4.534 -1.058
O 0.927 -3.101 2.843
H 1.038 -2.876 3.784
H 0.925 -4.122 2.684

42
Properties=species:S:1:pos:R:3 method="wB97M-V/def2-TZVPD" e_lumo_ha=-0.0171 homo_energy_ev=-9.247 orbital_gap_ev=8.78 multiplicity=1 fmax_ev_per_a=3.5 e_tot_ev=-29118.589
O 4.088 -13.315 4.750
H 3.642 -14.128 4.514
H 3.734 -12.649 4.228
O 5.670 -8.975 0.887
H 6.372 -9.509 1.223
H 5.937 -8.042 1.079
O 3.864 -8.819 3.609
H 3.267 -8.088 3.545
H 4.149 -8.954 2.675
O 5.058 -15.066 2.711
H 4.802 -14.175 2.610
H 4.594 -15.515 3.432
O 5.177 -12.276 1.729
H 6.011 -12.020 1.379
H 4.666 -11.535 1.907
O 3.368 -9.492 -0.165
H 4.173 -9.272 0.350
H 2.659 -9.006 0.290
O 7.933 -12.467 4.051
H 7.858 -11.879 3.307
H 7.751 -13.390 3.835
O 8.777 -13.258 1.224
H 8.110 -13.904 0.933
H 9.564 -13.668 1.022
O 7.476 -12.061 -0.809
H 8.053 -12.497 -0.194
H 8.002 -11.897 -1.650
O 3.221 -12.207 0.048
H 3.074 -11.259 -0.185
H 4.083 -12.255 0.515
O 7.380 -10.667 1.960
H 8.038 -10.359 2.554
H 7.980 -10.484 1.226
O 5.214 -11.222 -2.064
H 5.486 -11.961 -2.583
H 5.745 -11.321 -1.268
O 2.612 -11.397 2.998
H 2.560 -10.543 3.441
H 1.942 -11.312 2.338
O 5.658 -11.027 4.598
H 5.165 -11.846 4.486
H 6.593 -11.294 4.449

42
Properties=species:S:1:pos:R:3 method="wB97M-V/def2-TZVPD" e_lumo_ha=-0.0098 homo_energy_ev=-10.100 orbital_gap_ev=9.83 multiplicity=1 fmax_ev_per_a=3.9 e_tot_ev=-29119.956
O -3.025 1.269 0.786
H -2.707 0.459 0.505
H -3.726 1.502 0.122
O 3.027 -1.614 0.660
H 2.802 -1.969 -0.225
H 2.372 -1.955 1.332
O -0.929 -2.593 -0.672
H -1.037 -3.452 -1.024
H -0.575 -2.168 -1.455
O 0.681 2.248 3.292
H 0.518 2.320 4.225
H 0.210 1.458 2.998
O -0.147 2.884 -0.835
H 0.790 3.025 -1.077
H -0.143 1.940 -0.646
O -2.639 -0.254 -1.689
H -2.553 0.686 -1.973
H -1.763 -0.463 -1.389
O 2.276 3.864 1.459
H 2.057 3.076 1.058
H 1.825 4.565 1.000
O -0.515 -0.050 2.537
H -1.241 -0.641 2.343
H 0.142 -0.645 2.954
O -0.015 -1.813 -3.017
H 0.500 -2.313 -3.655
H 0.229 -0.868 -3.080
O 0.734 -3.263 1.280
H 0.933 -3.976 0.731
H 0.388 -2.779 0.527
O -2.689 -1.607 1.169
H -3.576 -1.535 0.790
H -2.225 -2.226 0.593
O 0.252 0.169 -0.308
H -0.116 -0.097 0.521
H 1.118 0.544 -0.022
O 0.477 0.922 -3.400
H 0.010 1.495 -2.824
H 0.035 1.074 -4.263
O 2.480 1.210 0.372
H 2.952 1.137 -0.424
H 2.805 0.420 0.726